Entry 1:
{
  "formula": "C21H22N2O5S2",
  "method": "ωB97M-V/def2-TZVPD",
  "elements": ["C", "H", "H", "O", "C", "N", "C", "H", "C", "C", "O", "C", "H", "H", "C", "C", "O", "O", "N", "H", "H", "H", "H", "C", "H", "C", "C", "C", "H", "H", "H", "H", "C", "C", "C", "H", "C", "H", "S", "H", "H", "H", "H", "H", "C", "H", "C", "O", "S", "C", "C", "C"],
  "xyz": [[0.661, -2.212, 0.535], [-3.427, 1.598, -1.980], [0.689, 0.069, -0.612], [-4.207, 0.528, -0.386], [1.184, 2.088, 2.726], [2.546, -0.834, -0.747], [-0.712, 1.904, 1.292], [-1.362, -3.613, -1.756], [-0.036, 1.513, 2.443], [4.025, 0.158, -2.381], [3.245, -2.800, 0.657], [-1.050, -3.150, -0.832], [5.046, 0.481, -2.588], [4.498, -1.449, -0.988], [-0.257, -1.932, 1.526], [-2.001, -2.836, 0.133], [-2.735, -0.707, -1.540], [3.228, 1.320, -2.427], [-1.923, 1.431, 0.870], [2.040, 1.054, 0.013], [-3.576, -3.472, -1.146], [3.695, -0.551, -3.155], [1.496, 4.222, 0.096], [1.733, 3.056, 1.888], [-4.372, -1.479, 1.040], [1.881, 1.021, -2.150], [0.283, -2.840, -0.636], [1.728, 0.360, -0.780], [-3.858, -3.813, 0.567], [-0.479, 0.776, 3.091], [1.033, -3.053, -1.380], [-2.311, -2.022, 2.094], [-1.588, -2.250, 1.325], [1.074, 3.472, 0.746], [-3.628, -0.632, -0.741], [1.726, 1.780, 3.605], [-0.147, 2.889, 0.452], [0.089, -1.454, 2.428], [2.354, -1.678, 0.706], [4.328, 0.165, -0.240], [1.344, 1.970, -2.182], [-4.311, 2.511, -0.719], [-5.280, -1.922, -0.400], [2.690, 3.491, 2.132], [3.937, -0.514, -1.012], [1.480, 0.345, -2.919], [-3.461, -3.076, -0.137], [2.465, -0.786, 1.829], [-1.205, 3.180, -0.899], [-2.305, 1.980, -0.214], [-4.272, -1.783, -0.003], [-3.600, 1.699, -0.901]],
  "orbital_gap_ev": 9.505,
  "fmax_ev_per_a": 1.1,
  "e_tot_ha": -2095.5403,
  "e_above_lowest_kj_mol": 0.0,
  "mol_weight_g_mol": 446.5
}

=====

Entry 2:
{
  "formula": "C21H22N4O2",
  "method": "ωB97M-V/def2-TZVPD",
  "elements": ["C", "H", "C", "N", "H", "H", "C", "H", "H", "H", "H", "H", "C", "H", "C", "C", "N", "C", "H", "C", "O", "C", "H", "H", "H", "C", "C", "H", "C", "C", "C", "C", "H", "H", "H", "H", "C", "C", "H", "O", "H", "N", "H", "C", "C", "H", "C", "N", "C"],
  "xyz": [[-1.363, -1.945, 1.612], [7.420, -1.468, -0.925], [6.427, -1.123, -0.678], [0.392, 3.118, -0.302], [5.532, -3.057, -0.881], [-2.728, -3.574, 1.732], [-0.735, -1.005, 0.813], [-1.675, 4.912, 0.894], [-4.712, -4.187, 0.613], [-4.707, 2.603, -1.061], [1.966, -1.421, 1.463], [7.031, 0.912, -0.403], [-1.018, -0.985, -0.549], [-3.382, -5.342, 0.313], [5.367, -2.015, -0.651], [3.865, -0.233, -0.042], [0.071, 1.292, 0.862], [-2.259, -2.856, 1.077], [-0.546, -0.256, -1.190], [1.669, -0.467, 1.061], [-2.852, 1.760, -1.365], [-3.647, 2.897, -1.137], [-3.395, 3.049, 0.995], [-1.603, 4.688, -0.857], [-3.530, 3.522, -2.028], [0.928, 1.980, 0.087], [-1.916, -1.878, -1.090], [3.267, -2.267, -0.333], [6.208, 0.213, -0.387], [-3.267, 3.685, 0.117], [4.937, 0.657, -0.074], [-4.081, -4.642, -0.157], [-3.947, 4.535, 0.202], [-2.700, 1.323, -0.517], [4.780, 1.698, 0.173], [-4.710, -5.183, -0.862], [-0.842, 3.085, 0.262], [-2.545, -2.828, -0.283], [-2.151, -1.859, -2.142], [-3.408, -3.669, -0.917], [2.742, 1.975, -0.852], [-1.071, 2.004, 0.974], [0.124, 0.007, 2.493], [2.514, 0.237, 0.296], [0.267, -0.029, 1.401], [-1.155, -1.973, 2.672], [4.095, -1.575, -0.336], [2.167, 1.494, -0.181], [-1.823, 4.188, 0.087]],
  "orbital_gap_ev": 8.680,
  "fmax_ev_per_a": 1.0,
  "e_tot_ha": -1182.9413,
  "e_above_lowest_kj_mol": 82.0,
  "mol_weight_g_mol": 362.4
}

=====

Entry 3:
{
  "formula": "C21H22N4O4S",
  "method": "ωB97M-V/def2-TZVPD",
  "elements": ["C", "C", "C", "H", "C", "H", "C", "H", "C", "O", "C", "H", "H", "H", "H", "C", "H", "O", "C", "C", "N", "C", "O", "N", "N", "S", "H", "C", "H", "H", "H", "C", "C", "C", "C", "H", "H", "C", "C", "H", "C", "H", "C", "H", "H", "O", "H", "H", "H", "C", "N", "H"],
  "xyz": [[-0.012, 2.330, 0.031], [4.252, 2.184, 0.315], [-0.942, -2.366, -1.591], [-1.184, -1.775, -2.470], [2.229, 3.257, -0.386], [3.044, 0.956, -2.197], [0.457, -2.104, -1.129], [-4.119, -1.846, 2.213], [1.467, 2.221, 0.153], [-0.585, 3.382, -0.210], [3.490, 1.169, 0.858], [0.306, -3.421, 0.552], [1.583, 0.370, 1.291], [-4.589, 2.495, -0.100], [4.184, 4.060, -0.720], [-4.854, -1.867, 1.408], [4.895, -2.097, 0.519], [5.652, 0.059, 1.928], [2.591, -0.971, -1.383], [3.610, 3.247, -0.302], [-5.169, -0.532, 0.984], [-4.987, 1.564, 0.250], [-2.282, -0.859, 0.902], [-0.709, 1.182, 0.173], [4.349, -1.285, 0.263], [4.293, -0.244, 1.595], [-0.347, 0.263, 0.393], [0.945, -2.740, 0.009], [4.461, -0.008, -1.748], [-7.272, -0.603, 1.164], [-7.165, 1.939, 0.281], [-6.411, -0.021, 0.899], [2.112, 1.172, 0.801], [-2.835, 0.187, 0.578], [3.465, -0.049, -2.177], [3.534, -0.402, -3.205], [0.935, -0.737, -2.700], [1.293, -1.232, -1.808], [3.053, -1.609, -0.232], [-2.438, 2.177, -0.026], [-4.269, 0.423, 0.587], [-1.640, -2.118, -0.792], [-6.338, 1.278, 0.447], [2.600, -2.974, 1.346], [-4.427, -2.440, 0.583], [3.444, -0.777, 2.624], [-1.072, -3.420, -1.830], [-5.764, -2.355, 1.755], [5.326, 2.127, 0.398], [2.228, -2.496, 0.452], [-2.096, 1.235, 0.120], [1.707, 4.072, -0.866]],
  "orbital_gap_ev": 8.676,
  "fmax_ev_per_a": 0.9,
  "e_tot_ha": -1731.6243,
  "e_above_lowest_kj_mol": 213.2,
  "mol_weight_g_mol": 426.5
}